15
Properties=species:S:1:pos:R:3:forces:R:3 method="wB97M-V/def2-TZVPD" lumo_ev=0.06 orbital_gap_ev=8.168 fmax_ev_per_a=4.0 energy_ha=-685.70561 multiplicity=1 relative_energy_ev=1.7490
H -1.8846 -1.8418 -0.1231 1.9919 0.7894 0.7101
N -0.8543 -1.6523 0.1426 -1.8096 -1.2312 -0.1112
C -0.4726 -0.4556 0.0783 0.8712 1.0127 -2.6652
C -1.2429 0.7632 -0.4166 0.2730 -0.3901 1.6272
C -2.5396 0.7763 -0.4874 -3.0114 -0.7770 -1.1372
S -0.3142 2.2238 -0.3887 0.1768 0.6058 -0.0367
C 1.0761 1.3144 0.0545 -0.1479 -1.7916 -0.1363
C 0.9495 -0.0290 0.1301 -0.1826 -0.5974 1.6569
C 2.1078 -0.9848 0.4420 0.2143 3.9496 -0.6164
H -3.1728 1.6773 -0.6266 0.6387 -0.7131 0.0000
H -3.0636 -0.2177 -0.5654 0.3562 1.1836 0.4657
H 1.9910 1.7944 0.2321 1.0985 0.7505 -0.0144
H 2.0394 -1.6661 1.2132 -0.8912 -1.4663 1.5351
H 2.8905 -0.2701 0.7404 0.1977 -0.3994 0.0526
H 2.4902 -1.4320 -0.4254 0.2246 -0.9254 -1.3301

=====

71
Properties=species:S:1:pos:R:3:forces:R:3 method="wB97M-V/def2-TZVPD" lumo_ev="3.45 / -1.83" orbital_gap_ev="8.414 / 3.127" fmax_ev_per_a=4.6 total_charge=-2 energy_ha=-14291.00509 multiplicity=2 relative_energy_ev=2.2164
Cu -5.2970 7.9352 -20.3765 0.6864 0.2811 -0.1775
As -4.2483 10.1058 -24.1897 -0.6264 -1.4569 -0.4570
F -3.9380 11.2765 -25.5128 0.0785 -1.2542 1.2907
F -4.6800 11.4709 -23.1030 0.4817 -1.2624 -1.3359
F -4.6534 8.9819 -22.8988 0.1499 1.5118 -0.6538
F -3.6571 8.6354 -25.0743 -0.3148 2.9716 0.6191
F -2.5011 10.3778 -23.5972 -0.3447 -0.8274 -0.2197
F -5.8529 9.8466 -24.8082 0.3442 0.6198 0.0993
As -1.6300 6.8243 -22.3340 -1.6416 -2.1956 -2.5480
F -2.4362 6.7742 -24.0046 1.9949 -0.0472 2.2301
F -3.1489 7.5548 -21.9206 1.3459 -0.5661 1.0947
F -0.9439 7.0596 -20.7180 -0.1187 -0.3055 -2.6070
F -0.1475 6.1342 -23.1867 -1.5779 1.3817 1.8110
F -1.0326 8.5818 -22.7901 -0.3081 -0.1502 -0.1172
F -2.2177 5.1612 -22.0203 0.8726 1.7539 0.0323
As -2.5821 10.7965 -19.7771 -0.1808 -1.0381 -0.8171
F -1.6552 10.8345 -21.3257 -1.1502 -0.0327 1.5933
F -1.0898 11.2015 -18.9538 -0.9511 0.3231 0.0406
F -3.5257 10.8401 -18.1398 1.5162 0.4040 -2.2657
F -4.1336 10.1290 -20.5452 1.2090 1.0265 0.8343
F -2.1355 9.0913 -19.6278 -0.4275 1.4214 0.3159
F -3.0239 12.4780 -20.1538 0.0292 -1.4433 0.8558
As -6.4038 5.7417 -23.5261 1.7916 -0.0764 -2.4986
F -6.9566 4.7473 -24.9454 -0.1704 1.3186 1.6043
F -7.4724 4.8413 -22.4031 1.1108 0.7301 -0.8558
F -5.7368 6.7159 -22.1410 -0.6052 -1.0493 -0.5119
F -5.2498 6.6242 -24.6614 -2.2903 -1.1327 1.8677
F -7.7041 7.0153 -23.6980 1.5837 -1.7161 0.0682
F -5.0697 4.4617 -23.4228 -1.8530 1.6442 0.8290
C -3.9507 1.1931 -20.8292 2.7772 -1.5775 1.1667
C -2.6602 1.5966 -20.3929 -1.9661 2.1387 -0.3154
C -2.5837 2.9388 -19.9782 1.8398 -0.7114 0.1601
C -3.6584 3.7674 -19.8574 -2.5275 -0.4356 -0.6111
C -4.9454 3.3343 -20.3121 1.9477 -0.1645 0.3382
C -5.0439 1.9942 -20.7590 -0.9490 2.2977 -0.1780
N -3.4849 5.1664 -19.3719 3.4777 0.4762 -1.0627
O -4.4172 5.8831 -19.2590 -4.5257 0.7561 0.2064
O -2.3838 5.6660 -19.2157 0.5493 -2.3291 0.0892
H -3.9745 0.1453 -21.0899 -0.6372 -0.0736 -0.5106
H -1.7479 1.0245 -20.4761 -0.2327 -0.2362 -0.0511
H -1.6122 3.3776 -19.8044 0.1173 0.0415 0.3139
H -5.7402 4.0591 -20.4088 -0.2094 -0.1787 0.1527
H -5.9863 1.7030 -21.1988 -0.0703 -0.2223 0.1204
C -8.8580 12.4485 -22.9385 1.3146 -1.4277 -1.8414
C -8.0277 11.3148 -23.1183 -1.5754 1.1651 -0.4253
C -7.3441 10.7977 -22.0623 0.1712 -1.2000 0.7433
C -7.4972 11.3508 -20.7913 -2.0234 2.8982 1.0180
C -8.2378 12.5671 -20.5788 0.2249 -1.2353 -2.9580
C -8.9177 13.0561 -21.7524 0.6128 1.0547 3.5685
N -7.2230 10.6734 -19.5240 1.8469 -0.9706 -0.1905
O -7.1219 9.4640 -19.5618 -0.0671 -1.2923 -0.6787
O -7.0659 11.2606 -18.4833 -0.4550 1.2880 0.1196
H -9.3149 12.9187 -23.7968 -0.3306 -0.2202 -0.0880
H -8.0766 10.8072 -24.0704 0.6075 -0.0191 -0.0248
H -6.7719 9.9045 -22.2654 0.1505 -0.1434 0.4391
H -8.2610 13.1181 -19.6502 -0.0779 -0.4060 0.1040
H -9.4948 13.9653 -21.6709 -0.0501 0.1677 0.1784
C -5.0815 9.4008 -13.4910 1.1613 -0.7184 0.6366
C -5.5073 10.0865 -14.6493 0.6164 -0.4527 4.2676
C -5.0478 9.6682 -15.8262 0.1199 -0.0557 -2.9812
C -4.2387 8.5571 -15.8933 0.6285 -1.8306 0.9146
C -3.8444 7.8063 -14.7580 0.3708 1.3246 -0.2037
C -4.1806 8.2718 -13.4856 -1.8522 1.3554 -1.8848
N -3.7053 8.1005 -17.1934 3.1868 -0.3111 -0.5857
O -2.5863 7.5049 -17.2255 -2.8890 1.0993 0.9390
O -4.2685 8.4750 -18.1858 -1.1604 -0.4384 -0.0575
H -5.3595 9.8769 -12.5623 -0.0566 -0.2408 0.3432
H -5.9991 11.0136 -14.3942 -0.4161 0.0353 -0.8474
H -5.3076 10.2393 -16.7053 0.2435 -0.2516 -0.3916
H -3.1116 7.0166 -14.8345 -0.1761 -0.1585 -0.4346
H -3.7602 7.7378 -12.6463 -0.3507 0.3687 0.3814

=====

89
Properties=species:S:1:pos:R:3:forces:R:3 method="wB97M-V/def2-TZVPD" lumo_ev=1.67 orbital_gap_ev=4.700 fmax_ev_per_a=2.9 total_charge=-1 energy_ha=-5028.00011 multiplicity=1 relative_energy_ev=1.3019
N -0.7376 3.8326 5.6810 -0.3540 -0.0490 0.0463
P -0.4254 5.2203 4.9879 1.1617 -2.5069 -0.8921
O -1.8067 5.9139 4.5263 0.0864 1.2985 0.4246
O 0.2440 6.2560 6.0900 -0.9028 0.5726 -0.3387
C 0.6085 4.9951 3.5916 -0.3371 1.1630 0.9097
C 1.6119 6.1336 3.4014 -0.6752 -0.6169 -0.1861
C 2.4475 5.9147 2.1534 -0.2275 0.2759 0.5387
C 3.0809 4.5512 2.2910 0.3282 0.3663 -0.8448
S 4.5539 4.5273 1.2243 0.2478 0.3468 -0.3515
C 5.0736 2.8163 1.3037 0.7381 -0.1942 0.6653
S 6.2119 2.3975 2.3903 0.1342 -0.0093 0.3673
N 4.5471 1.8439 0.4757 -1.0409 1.5597 0.0985
C 3.9710 2.3381 -0.7739 -0.2565 -0.7335 -0.5338
C 2.4715 2.4548 -0.8000 -0.5144 -0.2157 -0.3547
O 1.8560 1.2787 -0.3179 -0.1737 0.4258 0.1169
C 2.2016 1.2060 1.0527 0.1468 -0.9971 -0.4429
C 3.6717 0.8926 1.1698 0.1399 -0.4698 0.0953
H -0.4331 3.8390 6.6424 -0.1403 -0.0561 0.2423
H -2.4298 5.2001 4.3763 -0.0689 -0.2329 0.1048
H 1.1368 5.9210 6.2018 0.2306 0.0782 -0.0176
H 1.1114 4.0770 3.8419 0.2285 -0.5463 0.0470
H 2.3038 6.2308 4.2470 0.3505 0.1760 0.1756
H 1.0756 7.0670 3.3347 -0.1156 0.5681 -0.1051
H 3.1861 6.7036 2.0798 0.3924 0.2156 -0.2091
H 1.7856 5.9406 1.3024 -0.1270 0.0365 -0.5034
H 3.3360 4.4082 3.3231 0.4183 -0.4373 0.4410
H 2.3691 3.8309 1.9429 -0.2353 -0.4183 0.1604
H 4.2341 1.6183 -1.5372 0.1524 -0.4170 -0.2872
H 4.3866 3.2742 -1.0931 0.4536 0.4292 0.1971
H 2.0900 3.3148 -0.2619 0.0299 0.3396 0.3265
H 2.1344 2.5496 -1.8204 0.0264 0.2092 -0.5450
H 1.8904 2.0877 1.5945 -0.0927 0.3194 0.0805
H 1.6713 0.3626 1.4507 -0.3657 -0.3714 0.3243
H 3.8541 -0.1000 0.7903 -0.0153 -0.4242 -0.3957
H 3.9191 0.8478 2.2118 0.4202 0.1591 0.5340
C 1.1291 0.5179 -4.1766 -0.0433 0.3628 0.7797
C 2.3994 -0.0430 -4.8387 -0.4296 -0.5136 0.1863
C 2.8096 0.5318 -6.1958 0.3042 0.1316 -0.1728
F 1.8796 0.2988 -7.1448 0.0542 0.0081 0.1055
F 3.9599 -0.0649 -6.5969 -0.0561 0.0138 0.0793
F 2.3082 -1.3880 -4.9171 0.0513 0.0126 -0.1123
F 3.4291 0.2357 -3.9901 0.0717 0.2535 -0.0721
O -0.0668 -0.2334 -4.3044 0.2123 -0.2780 -0.8742
C -0.8605 -0.0491 -5.4145 0.2682 0.5632 0.7463
C -0.9765 -1.3171 -6.2602 -0.0965 -0.5220 -0.1580
F 0.2368 -1.7137 -6.6918 0.0155 0.0827 0.0380
F -1.7410 -1.0772 -7.3530 -0.0642 0.1789 0.0879
F -0.4394 1.0000 -6.1463 -0.1161 -0.0757 -0.2514
F -2.0920 0.2698 -4.9585 -0.2533 -0.1841 -0.1566
H 1.3280 0.4949 -3.1052 0.1014 -0.1329 0.0230
H 0.9731 1.5683 -4.4171 0.0574 -0.0107 -0.2687
H 2.9874 1.6084 -6.1218 -0.0433 -0.0137 0.0308
H -1.4229 -2.1279 -5.6836 -0.0378 0.0865 0.0961
C -0.1054 -2.5255 5.6218 0.3999 -0.2350 0.5862
C 0.5228 -1.5631 4.6036 -0.2431 -0.3307 -0.3215
C 0.0163 -0.1217 4.5942 -0.0079 0.6742 0.0910
F -1.2941 -0.0624 4.2818 0.1786 -0.1408 0.0006
F 0.7002 0.5690 3.6556 0.0368 -0.1565 0.0174
F 0.4282 -2.1004 3.3659 0.0477 0.0471 -0.0261
F 1.8506 -1.4987 4.9074 0.0497 0.1004 0.1695
O -1.1219 -3.3865 5.1492 -0.0193 0.1934 -0.4463
C -2.4220 -2.9699 5.1174 0.3052 0.0368 0.4500
C -2.9555 -2.9530 3.6859 -0.1437 0.0455 -0.3322
F -2.2346 -2.1129 2.9222 -0.1070 -0.0768 0.0466
F -4.2394 -2.5229 3.6939 -0.0358 -0.0507 0.0417
F -2.5812 -1.7866 5.7290 -0.2177 -0.0428 -0.0678
F -3.1477 -3.8781 5.8121 -0.2111 -0.0855 -0.0264
H 0.6969 -3.2026 5.9060 0.0793 -0.0340 -0.1011
H -0.3985 -2.0150 6.5382 -0.1204 0.2239 -0.1356
H 0.1777 0.3592 5.5634 -0.0358 0.0095 -0.0191
H -2.9105 -3.9544 3.2525 -0.0057 -0.0290 0.0723
C -4.7609 -4.9756 -2.2333 -0.4731 0.1183 0.5565
C -3.3783 -4.3097 -2.3031 0.1279 -0.5829 -0.0354
C -3.1797 -3.2153 -3.3508 0.0957 0.4932 -0.1358
F -3.3348 -3.6890 -4.6107 0.0544 0.0313 0.1848
F -1.9219 -2.7276 -3.2536 -0.0037 -0.1009 0.0427
F -2.4295 -5.2608 -2.4417 0.0355 0.0766 -0.0410
F -3.1765 -3.7178 -1.0950 -0.1148 0.2176 -0.0215
O -4.9066 -6.2224 -2.8810 0.4728 0.0602 -0.2092
C -5.2243 -6.2748 -4.2084 -0.3398 0.1742 0.3696
C -4.1155 -6.9510 -5.0123 0.2292 -0.1747 -0.2418
F -2.9607 -6.2683 -4.8898 -0.0854 -0.0625 -0.0471
F -4.4609 -6.9662 -6.3200 -0.0544 -0.0118 0.0046
F -5.5288 -5.0591 -4.6950 -0.0155 -0.0923 -0.2000
F -6.3340 -7.0377 -4.3224 -0.0542 -0.1157 -0.1627
H -4.9111 -5.2081 -1.1817 0.1200 -0.0309 0.0639
H -5.5606 -4.2853 -2.4988 0.1286 0.1080 -0.1991
H -3.8789 -2.3886 -3.1967 -0.0438 -0.0678 0.0502
H -3.9628 -7.9742 -4.6638 -0.0679 0.0044 0.0270